The following is a DFT calculation (wB97M-V/def2-TZVPD) of a 2-piece molecular cluster, C6H12N overall in a non-equilibrium geometry.

Last column: Löwdin charge in e.
Geometry (Å):
C1 -3.35710 -0.26884 -0.02052  0.18
C2 -2.38919 0.43092 0.08066  -0.22
C3 0.32892 -0.88561 -1.30015  -0.02
C4 1.47862 1.01512 -0.08427  0.00
C5 0.36757 -0.85538 1.26741  -0.01
C6 0.47730 -0.10592 -0.01310  -0.27
N1 -1.25379 1.12130 0.09480  0.11
H1 -4.30455 -0.68981 0.13722  0.04
H2 -0.45034 -1.73684 -1.25891  0.14
H3 0.46481 -0.20815 -2.10505  0.08
H4 1.20455 -1.58863 -1.41874  0.14
H5 1.29760 1.51712 -0.94317  0.07
H6 2.39221 0.48534 0.00302  0.12
H7 1.51815 1.60916 0.71980  0.06
H8 1.26681 -1.20438 1.59269  0.08
H9 0.19387 -0.26010 2.07150  0.07
H10 -0.43081 -1.61219 1.17281  0.12
H11 -1.10711 1.82817 0.79079  0.15
H12 -1.15822 1.56027 -0.84350  0.17

The energy above the lowest of the compared OMol25 structures with the same formula, charge and spin is 4.1389 eV. The calculation puts the total energy at -7895.9227 eV. The calculation puts the LUMO energy at -0.16516 Ha. As for the net charge: +1. The calculation puts the HOMO-LUMO gap at 9.522 eV.


The following is a DFT calculation (wB97M-V/def2-TZVPD) of an isolated ion of composition C2H4NO3 and charge +1 in a non-equilibrium geometry.

Last column: Löwdin charge in e.
Geometry (Å):
C1 -0.12354 -0.24039 0.76870  0.01
C2 -0.81102 0.49209 -0.54424  -0.09
N1 1.09129 -0.64303 0.17495  0.04
O1 1.98401 -1.30341 0.42570  0.35
O2 0.22203 1.20637 -1.00873  -0.03
O3 1.12406 0.33604 -1.47929  0.12
H1 -0.13127 0.41838 1.55023  0.13
H2 -0.63574 -1.14262 1.28796  0.22
H3 -1.17990 -0.32364 -1.01557  0.11
H4 -1.53993 1.20022 -0.15971  0.16

The energy above the lowest of the compared OMol25 structures with the same formula, charge and spin is 3.7259 eV. The calculation puts the total energy at -9754.8208 eV. The calculation puts the LUMO energy (spin up / spin down) at -0.27864 / -0.27728 Ha. As for the net charge: +1. The calculation puts the HOMO-LUMO gap (spin up / spin down) at 8.572 / 8.620 eV.


The following is a DFT calculation (wB97M-V/def2-TZVPD) of the molecule C6H12O6 in a non-equilibrium geometry.

Last column: Löwdin charge in e.
Geometry (Å):
O1 -3.71532 -1.25043 0.97846  0.09
C1 -3.43592 -0.48343 0.10348  -0.20
C2 -2.26230 0.46975 0.14697  -0.30
O2 -2.31239 1.30087 -0.98010  -0.01
C3 -0.94083 -0.35040 0.15432  -0.27
O3 -0.75320 -0.93261 -1.10129  0.00
C4 0.22709 0.56710 0.57241  -0.28
O4 0.33090 1.64155 -0.33820  -0.01
C5 1.58014 -0.15400 0.68656  -0.31
O5 2.49873 0.82243 1.13562  -0.02
C6 2.09474 -0.74145 -0.63668  -0.19
O6 3.44864 -1.11715 -0.49149  -0.05
H1 -4.01442 -0.40761 -0.83315  0.14
H2 -2.32356 1.04729 1.08264  0.17
H3 -1.50857 1.84522 -0.97650  0.09
H4 -1.02264 -1.16443 0.88133  0.16
H5 -0.97224 -0.25807 -1.76358  0.11
H6 0.00185 0.96136 1.57737  0.16
H7 1.16483 2.08684 -0.13136  0.11
H8 1.49158 -0.95633 1.43760  0.16
H9 3.37417 0.54004 0.82762  0.10
H10 2.08314 0.03316 -1.40721  0.14
H11 1.46902 -1.57614 -0.95857  0.12
H12 3.49657 -1.92358 0.03375  0.10

The energy above the lowest of the compared OMol25 structures with the same formula, charge and spin is 0.3417 eV. As for the SMILES: O=C[C@H](O)[C@@H](O)[C@H](O)[C@H](O)CO. The calculation puts the total energy at -18700.7532 eV. The calculation puts the LUMO energy at 0.01855 Ha. The calculation puts the HOMO-LUMO gap at 10.475 eV.


The following is a DFT calculation (wB97M-V/def2-TZVPD) of the molecule C4H3N3O in a non-equilibrium geometry.

Last column: Löwdin charge in e.
Geometry (Å):
O1 1.49701 -1.07324 1.07924  0.05
C1 0.76481 -0.70806 0.09266  -0.33
C2 1.09749 0.53496 -0.66536  -0.08
N1 0.26702 1.59084 -0.43623  0.08
C3 -0.66984 1.19495 0.76324  -0.11
N2 -1.56390 0.19701 0.66569  -0.02
N3 -1.78440 -0.83965 -0.27781  0.05
C4 -0.60798 -1.44245 -0.43592  -0.04
H1 2.03419 0.94241 -1.25459  0.15
H2 -0.74292 1.90565 1.59135  0.11
H3 -0.29147 -2.30242 -1.12228  0.13

The energy above the lowest of the compared OMol25 structures with the same formula, charge and spin is 4.9359 eV. As for the SMILES: O=c1cncnnc1. The calculation puts the total energy at -10708.7149 eV. The calculation puts the LUMO energy at -0.03282 Ha. The calculation puts the HOMO-LUMO gap at 8.836 eV.


The following is a DFT calculation (wB97M-V/def2-TZVPD) of a 2-piece molecular cluster, C4H10O overall in a non-equilibrium geometry.

Last column: Löwdin charge in e.
Geometry (Å):
C1 -0.04033 -0.19825 1.34801  0.02
C2 -1.36603 -0.19326 1.43101  -0.42
C3 -2.08682 1.05005 0.95343  -0.08
C4 -2.20943 -1.29524 2.00968  -0.07
H1 0.48631 -1.13534 1.42269  0.06
H2 0.50636 0.64919 0.99128  0.05
H3 -1.41039 1.91755 0.92907  0.08
H4 -2.63529 0.94161 0.02453  0.08
H5 -2.73072 1.41904 1.74626  0.07
H6 -2.51654 -1.99668 1.23601  0.08
H7 -1.56228 -1.82960 2.69472  0.07
H8 -3.10296 -0.87357 2.46505  0.07
O1 4.78696 0.60839 -4.67943  -0.07
H9 4.66213 -0.31360 -4.94818  0.03
H10 4.93041 0.47238 -3.72362  0.04

The energy above the lowest of the compared OMol25 structures with the same formula, charge and spin is 1.0912 eV. As for the SMILES: C=C(C)C.O. The calculation puts the total energy at -6356.7117 eV. The calculation puts the LUMO energy at 0.03488 Ha. The calculation puts the HOMO-LUMO gap at 10.199 eV.


The following is a DFT calculation (wB97M-V/def2-TZVPD) of a 7-piece molecular cluster, C25H46FNO10S4 overall in a non-equilibrium geometry.

Last column: Löwdin charge in e.
Geometry (Å):
C1 -2.36388 2.85966 0.44447  0.03
C2 -2.09413 3.26893 -0.93859  -0.27
O1 -2.52737 4.31193 -1.48508  0.10
N1 -1.22854 2.29675 -1.81471  0.02
H1 -0.68514 1.59350 -1.24474  0.02
H2 -1.73738 1.85695 -2.59414  0.16
C3 -0.23542 2.96464 -2.58354  -0.08
H3 -3.04378 1.96616 0.61121  0.14
H4 -2.68070 3.59929 1.05272  0.07
H5 -1.52288 2.66936 0.93889  0.01
H6 -0.82218 3.73897 -3.36478  0.17
H7 0.35487 2.13162 -3.00749  0.10
H8 0.42824 3.64362 -2.08716  0.08
O2 0.09336 0.58581 -0.42117  -0.39
H9 0.79353 -0.09535 -0.60589  -0.07
F1 -0.79223 -0.23091 -3.38601  0.04
C4 -0.29530 -1.31485 -3.99205  -0.26
C5 -0.46606 -1.54439 -5.37665  -0.02
C6 0.27040 -2.50307 -6.00877  -0.09
C7 1.26298 -3.24774 -5.37234  -0.05
C8 1.53453 -2.96321 -3.98461  -0.05
C9 0.66925 -2.10583 -3.31994  -0.02
H10 -1.12934 -0.79767 -5.67108  0.09
H11 0.12944 -2.65781 -6.99631  0.07
H12 1.89878 -3.96823 -5.89322  0.10
H13 2.40653 -3.48404 -3.46756  0.12
H14 0.79557 -2.11489 -2.28430  0.08
C10 3.07320 -0.46392 1.40629  -0.18
C11 3.88521 0.52281 0.60724  -0.32
C12 4.08721 0.16305 -0.69899  -0.31
S1 4.25498 -1.60344 -0.64241  0.59
O3 5.50711 -2.05481 -0.12440  -0.29
O4 3.73979 -2.24056 -1.74129  -0.28
C13 3.10041 -1.84702 0.64581  -0.22
H15 2.08969 0.03000 1.42716  0.07
H16 3.39679 -0.43199 2.60405  0.18
H17 5.07208 0.62443 0.79372  0.18
H18 3.63527 1.52427 0.68483  0.07
H19 4.62740 0.70216 -1.45541  0.12
H20 3.12857 0.25602 -1.38284  0.14
H21 3.21897 -2.77424 1.20848  0.11
H22 2.10609 -1.97569 0.13403  0.10
C14 -0.10664 -1.51989 2.94667  -0.15
C15 -1.04185 -0.39428 2.49291  -0.32
C16 -1.98724 -0.09656 3.45863  -0.29
S2 -2.47555 -1.72394 4.07427  0.61
O5 -3.69996 -2.06064 3.56627  -0.28
O6 -2.37389 -1.76843 5.53911  -0.33
C17 -1.18733 -2.57069 3.32854  -0.28
H23 0.50320 -1.50438 3.94025  0.16
H24 0.44595 -2.00025 2.03277  0.14
H25 -1.68747 -0.92679 1.65502  0.14
H26 -0.70435 0.61207 2.11512  0.11
H27 -3.04957 0.43965 3.13130  0.18
H28 -1.48253 0.40660 4.27525  0.10
H29 -1.48795 -3.36145 2.83342  0.04
H30 -0.75238 -3.20169 4.17091  0.14
C18 2.51897 4.17984 1.70710  -0.16
C19 3.17293 4.29579 3.17133  -0.24
C20 2.05794 4.30818 4.00259  -0.31
S3 0.99821 3.03710 3.49856  0.64
O7 -0.37390 3.45111 3.63719  -0.32
O8 1.56554 1.79720 3.95840  -0.29
C21 1.34149 3.17092 1.81659  -0.27
H31 3.23079 3.76822 0.96860  0.10
H32 2.05254 5.24368 1.60613  0.15
H33 3.90113 5.05997 3.33193  0.12
H34 3.87274 3.49067 3.23159  0.11
H35 1.56299 5.29778 4.32000  0.17
H36 2.35749 4.04549 4.89099  0.06
H37 0.37849 3.56235 1.31415  0.11
H38 1.62825 2.20326 1.15435  0.12
C22 -3.73654 -1.40753 -2.14717  -0.21
C23 -2.95392 -1.61156 -0.85171  -0.24
C24 -3.31415 -2.90041 -0.28957  -0.27
S4 -3.56743 -4.05009 -1.57052  0.64
O9 -4.64559 -4.88326 -1.17363  -0.29
O10 -2.29551 -4.63910 -1.92850  -0.32
C25 -4.02109 -2.80038 -2.74455  -0.22
H39 -3.21065 -0.83143 -2.67170  0.00
H40 -4.79028 -0.94953 -1.91465  0.16
H41 -3.40231 -0.87402 -0.19660  0.11
H42 -1.89887 -1.38948 -1.21855  0.13
H43 -4.23106 -2.82781 0.19181  0.10
H44 -2.54504 -3.14925 0.43110  0.11
H45 -5.09182 -3.02214 -2.89498  0.10
H46 -3.40968 -2.79514 -3.80414  0.17

The energy above the lowest of the compared OMol25 structures with the same formula, charge and spin is 1.8552 eV. The calculation puts the total energy at -94681.1209 eV. The calculation puts the LUMO energy at -0.02897 Ha. The calculation puts the HOMO-LUMO gap at 8.183 eV.


Q: The lowest energy above the lowest of the compared OMol25 structures with the same formula, charge and spin belongs to which entry?
A: C6H12O6